Version w
Below is a cluster of 2 separate species, C3H9ClOSi in total, with properties calculated with the ωB97M-V functional and the def2-TZVPD basis.

Properties
**HOMO energy (spin up / spin down)**: -0.3266 / -0.3694 hartree
**Net charge**: 0
**LUMO (spin up / spin down)**: -0.16855 / -0.14192 Ha
**Gap between HOMO and LUMO (spin up / spin down)**: 4.30 / 6.19 eV

Cartesian coordinates (Å):
C: -1.332 0.242 1.484
C: -0.219 -1.413 -0.919
C: 0.407 1.334 -0.672
O: 1.566 -0.241 1.392
Si: 0.276 -0.229 0.613
Cl: 3.371 -0.349 -0.836
H: -1.976 0.553 0.603
H: -1.742 -0.499 2.017
H: -1.078 1.091 2.099
H: 0.709 -1.721 -1.371
H: -0.600 -2.406 -0.533
H: -0.885 -0.852 -1.571
H: 1.323 1.033 -1.176
H: -0.642 1.315 -1.116
H: 0.820 2.141 -0.015

Population analysis type Löwdin, resulting atomic charges in e: -0.12 -0.15 -0.10 -0.16 0.32 0.00 0.07 -0.02 0.04 -0.01 0.05 0.02 -0.04 0.06 0.06

***

Version x
Below is a cluster of 2 separate species, C3H9ClOSi in total, with properties calculated with the ωB97M-V functional and the def2-TZVPD basis.

Properties
**HOMO energy**: -0.2930 hartree
**Net charge**: 0
**LUMO**: 0.02088 Ha
**Gap between HOMO and LUMO**: 8.54 eV

Cartesian coordinates (Å):
C: -1.322 1.788 0.173
C: 2.218 -0.086 -0.848
C: -0.860 -1.839 1.047
O: -0.206 1.317 -0.569
Si: 0.277 -0.189 -0.935
Cl: -0.715 -0.719 2.454
H: -0.943 2.001 1.261
H: -2.007 0.978 0.538
H: -1.810 2.698 -0.298
H: 2.630 -0.120 -1.971
H: 2.737 0.715 -0.423
H: 2.582 -1.082 -0.347
H: -0.313 -2.657 1.353
H: -1.992 -1.879 0.701
H: -0.276 -0.927 -2.135

Population analysis type Löwdin, resulting atomic charges in e: -0.18 -0.22 -0.56 -0.35 0.69 0.37 0.09 0.06 0.10 0.06 -0.02 0.05 -0.08 0.03 -0.04

***

Relative energies, in kcal/mol, with the most stable structure set to zero: version w 44.9; version x 0.0.

***

Version w
Below is the ion C6H21N7 with charge +2, with properties calculated with the ωB97M-V functional and the def2-TZVPD basis.

Properties
**HOMO energy**: -0.5648 hartree
**SMILES**: CN1N(N)C(C)(C)[C@@H]([NH3+])[C@]1(N)N[NH3+]
**Net charge**: +2
**LUMO**: -0.24063 Ha
**Gap between HOMO and LUMO**: 8.82 eV

Cartesian coordinates (Å):
C: 0.872 -0.202 -0.828
C: 1.125 0.905 0.212
C: -0.786 -0.703 -0.634
C: 2.491 0.752 0.957
C: 0.980 2.232 -0.386
C: -1.844 -0.982 1.644
N: -0.089 0.678 1.140
N: -0.640 -0.717 0.794
N: -1.103 -1.880 -1.317
N: -0.033 0.695 2.468
N: -1.602 0.426 -1.274
N: 1.624 -1.443 -0.614
N: -2.540 0.269 -2.302
H: 1.019 0.095 -1.893
H: 2.783 1.545 1.613
H: 3.490 0.560 0.429
H: 2.516 -0.177 1.629
H: -0.062 2.693 -0.535
H: 1.385 2.464 -1.396
H: 1.394 3.090 0.160
H: -2.557 -0.231 1.633
H: -2.279 -2.047 1.406
H: -1.416 -1.091 2.720
H: -0.463 -2.147 -2.051
H: -1.590 -2.668 -0.755
H: -0.731 1.329 2.829
H: 0.718 0.214 3.109
H: -1.900 1.004 -0.493
H: 1.822 -1.577 0.355
H: 2.414 -1.365 -1.153
H: 1.012 -2.202 -0.980
H: -3.283 1.004 -2.235
H: -3.266 -0.608 -2.360
H: -2.054 0.220 -3.255

Population analysis type Löwdin, resulting atomic charges in e: -0.12 -0.44 -0.46 -0.02 -0.06 -0.04 -0.13 -0.10 0.10 0.01 0.02 0.25 0.13 0.17 0.08 0.12 0.09 0.11 0.11 0.10 0.05 0.12 0.12 0.10 0.17 0.12 0.18 0.13 0.15 0.14 0.16 0.20 0.24 0.21

***

Version x
Below is the ion C6H21N7 with charge +2, with properties calculated with the ωB97M-V functional and the def2-TZVPD basis.

Properties
**HOMO energy**: -0.5906 hartree
**SMILES**: CNN(N)C(C)(C)[C@@H]([NH3+])/C(N)=[NH+]\N
**Net charge**: +2
**LUMO**: -0.25711 Ha
**Gap between HOMO and LUMO**: 9.08 eV

Cartesian coordinates (Å):
C: -0.872 -0.732 -0.186
C: -0.183 0.319 -0.948
C: -0.258 -1.214 1.136
C: 1.040 -0.184 -1.834
C: -1.286 0.787 -1.929
C: 2.226 1.003 1.142
N: 0.069 1.397 0.037
N: 0.785 0.969 1.191
N: 0.876 -1.895 0.942
N: 0.577 2.536 -0.658
N: -1.031 -1.071 2.213
N: -1.109 -1.880 -1.104
N: -2.162 -0.240 2.192
H: -1.776 -0.426 0.230
H: 0.649 -0.252 -2.750
H: 1.495 -1.074 -1.484
H: 1.834 0.435 -1.848
H: -0.873 1.487 -2.742
H: -1.836 1.401 -1.372
H: -1.699 -0.022 -2.436
H: 2.773 1.817 1.577
H: 2.727 -0.054 1.493
H: 2.645 0.962 0.150
H: 1.468 -1.544 0.200
H: 1.286 -2.174 1.826
H: -0.042 3.284 -0.462
H: 1.559 2.751 -0.579
H: -0.762 -1.680 2.972
H: -1.509 -1.433 -2.012
H: -1.857 -2.579 -0.922
H: -0.290 -2.410 -1.101
H: 0.467 1.514 1.970
H: -2.108 0.739 2.156
H: -2.822 -0.536 2.939

Population analysis type Löwdin, resulting atomic charges in e: -0.21 -0.43 -0.25 0.05 0.02 -0.08 -0.16 -0.07 0.22 0.11 0.06 0.27 0.10 0.12 0.05 0.07 0.06 0.15 0.06 0.06 0.09 0.13 0.06 0.10 0.15 0.09 0.09 0.19 0.20 0.21 0.13 0.13 0.10 0.15

***

Relative energies, in kcal/mol, with the most stable structure set to zero: version w 9.3; version x 0.0.

***

Version w
Below is the molecule C18H25N3O2, with properties calculated with the ωB97M-V functional and the def2-TZVPD basis.

Properties
**HOMO energy**: -0.3076 hartree
**SMILES**: CC[C@H](C)CC1(CC)C(=O)NC(=Nc2ccc(C)cc2)NC1=O
**Net charge**: 0
**LUMO**: 0.02390 Ha
**Gap between HOMO and LUMO**: 9.02 eV

Cartesian coordinates (Å):
O: 3.871 1.102 1.148
O: 0.014 -1.315 -0.074
N: -0.090 3.176 0.699
C: 2.721 1.050 0.754
C: 0.661 -0.284 0.092
C: 0.608 2.052 0.727
C: -1.550 3.397 -1.112
C: -2.530 3.182 1.001
C: -2.857 3.559 -1.689
C: -3.908 3.145 0.495
C: -1.364 3.302 0.220
C: -4.058 3.330 -0.921
N: 1.897 2.126 1.023
N: -0.034 0.802 0.622
C: -5.387 3.449 -1.564
C: 2.302 1.008 -2.310
C: 3.186 -3.853 3.155
C: 1.429 -1.388 3.357
C: 2.652 -0.274 -1.335
C: 3.862 -2.488 3.057
C: 2.674 -1.558 1.019
C: 2.148 -0.279 0.216
C: 2.824 -1.406 2.594
H: -0.675 3.186 -1.725
H: -2.355 3.206 2.008
H: -2.971 3.583 -2.779
H: -4.717 3.030 1.078
H: 2.369 3.025 0.935
H: -1.040 0.822 0.443
H: -5.830 2.455 -1.440
H: -5.386 3.714 -2.609
H: -6.087 4.196 -1.189
H: 2.181 0.727 -3.309
H: 1.389 1.645 -2.137
H: 3.181 1.615 -2.305
H: 2.733 -4.126 2.186
H: 4.056 -4.529 3.368
H: 2.384 -3.936 3.897
H: 0.781 -2.183 2.885
H: 0.924 -0.473 3.024
H: 1.396 -1.409 4.403
H: 2.219 -1.125 -1.772
H: 3.774 -0.383 -1.331
H: 4.189 -2.199 4.080
H: 4.767 -2.645 2.384
H: 2.105 -2.538 0.751
H: 3.662 -1.618 0.521
H: 3.284 -0.477 2.857

Population analysis type Löwdin, resulting atomic charges in e: 0.10 0.08 0.14 -0.39 -0.41 -0.34 -0.05 0.00 -0.01 0.02 -0.37 -0.28 0.20 0.22 -0.08 -0.04 -0.13 -0.04 -0.08 -0.23 -0.06 -0.25 -0.33 0.10 0.07 0.10 0.06 0.18 0.16 0.09 0.07 0.08 0.04 0.07 0.05 0.07 0.08 0.07 0.10 0.06 0.05 0.08 0.13 0.11 0.13 0.15 0.11 0.10

***

Version x
Below is the molecule C18H25N3O2, with properties calculated with the ωB97M-V functional and the def2-TZVPD basis.

Properties
**HOMO energy**: -0.3141 hartree
**SMILES**: COCCCC1CCN(Cc2nc(-c3ccccc3)no2)CC1
**Net charge**: 0
**LUMO**: 0.01994 Ha
**Gap between HOMO and LUMO**: 9.09 eV

Cartesian coordinates (Å):
C: 1.743 1.992 1.992
O: 1.589 3.062 1.095
C: 0.281 3.221 0.592
C: -0.025 2.349 -0.633
C: -1.441 2.614 -1.165
H: -1.811 3.542 -0.722
C: -2.475 1.508 -0.904
C: -2.231 0.273 -1.772
C: -3.319 -0.776 -1.512
N: -3.478 -1.147 -0.120
C: -2.641 -2.210 0.382
C: -1.194 -1.895 0.592
N: -0.273 -1.709 -0.301
C: 0.845 -1.440 0.442
N: 0.605 -1.469 1.729
O: -0.719 -1.767 1.839
C: 2.130 -1.127 -0.150
C: 2.225 -0.933 -1.526
C: 3.443 -0.606 -2.090
C: 4.566 -0.474 -1.290
C: 4.474 -0.672 0.079
C: 3.261 -0.997 0.654
H: 3.168 -1.154 1.717
H: 5.352 -0.570 0.700
H: 5.517 -0.216 -1.734
H: 3.517 -0.452 -3.156
H: 1.340 -1.039 -2.134
H: -3.045 -2.533 1.346
H: -2.702 -3.042 -0.326
C: -3.639 0.010 0.737
C: -2.557 1.083 0.563
H: -1.596 0.691 0.897
H: -2.802 1.942 1.191
H: -3.676 -0.327 1.775
H: -4.612 0.451 0.489
H: -3.117 -1.679 -2.090
H: -4.286 -0.370 -1.836
H: -2.254 0.550 -2.828
H: -1.254 -0.157 -1.558
H: -3.456 1.918 -1.182
H: -1.398 2.770 -2.245
H: 0.105 1.297 -0.378
H: 0.718 2.581 -1.397
H: -0.454 3.030 1.386
H: 0.211 4.275 0.303
H: 1.529 1.024 1.529
H: 2.783 2.006 2.311
H: 1.092 2.115 2.868

Population analysis type Löwdin, resulting atomic charges in e: -0.10 -0.18 -0.24 -0.16 -0.16 0.11 -0.33 -0.15 -0.17 -0.17 -0.10 -0.31 0.20 -0.32 0.14 0.04 -0.18 -0.02 -0.07 -0.08 -0.07 -0.04 0.11 0.10 0.10 0.10 0.11 0.13 0.13 -0.17 -0.14 0.10 0.12 0.12 0.12 0.12 0.12 0.12 0.08 0.14 0.11 0.09 0.12 0.12 0.13 0.05 0.09 0.09

***

Relative energies, in kcal/mol, with the most stable structure set to zero: version w 5.6; version x 0.0.

***

Version w
Below is a cluster of 20 separate species, H41O20 in total, with properties calculated with the ωB97M-V functional and the def2-TZVPD basis.

Properties
**HOMO energy**: -0.4925 hartree
**Net charge**: +1
**LUMO**: -0.08427 Ha
**Gap between HOMO and LUMO**: 11.11 eV

Cartesian coordinates (Å):
O: 1.601 -0.641 0.374
H: 1.167 -1.372 -0.096
O: 1.318 1.891 -0.362
H: 1.861 1.232 0.074
H: 1.300 1.960 -1.337
O: 2.034 1.604 -3.057
H: 2.061 1.923 -3.953
H: 2.864 1.119 -2.853
O: 1.384 -2.716 -2.552
H: 0.524 -2.286 -2.473
H: 1.490 -3.160 -3.376
O: -1.578 -0.201 2.607
H: -3.904 -2.369 1.408
H: -1.573 0.250 3.449
O: -3.349 -2.038 0.719
H: -3.129 -3.030 -0.448
H: -2.682 -1.498 1.177
O: -2.908 -3.401 -1.391
H: -2.476 -4.264 -1.172
H: -2.185 -2.558 -1.765
O: -1.175 2.772 -0.432
H: -1.650 3.543 -0.074
H: -0.354 2.480 0.055
O: -0.616 0.006 -0.421
H: -1.051 0.873 -0.640
H: -0.669 -0.023 2.379
O: -0.817 1.319 -2.933
H: -0.030 1.763 -3.344
H: -1.365 2.050 -2.611
O: 3.988 1.002 0.824
H: 4.641 1.517 0.349
H: 3.570 1.637 1.440
O: 2.465 3.112 1.501
H: 2.624 3.821 2.161
H: 1.951 3.438 0.744
O: -1.443 -4.082 0.727
H: -0.645 -4.591 0.991
H: -1.727 -3.702 1.551
O: 3.757 -0.052 -1.937
H: 4.477 -0.706 -1.937
H: 2.895 -0.452 -1.827
O: -2.484 -0.468 -3.983
H: -1.919 0.287 -3.734
H: -3.413 -0.197 -3.886
O: -0.619 2.601 4.349
H: -0.381 2.969 5.174
H: 0.271 2.550 3.881
O: -2.380 4.149 1.959
H: -2.639 4.862 2.539
H: -2.034 3.474 2.587
O: -1.105 -1.878 -2.284
H: -1.011 -1.096 -1.656
H: -1.519 -1.648 -3.150
O: -0.747 -2.785 3.119
H: -0.708 -3.101 3.977
H: 0.055 -2.455 2.709
O: 2.354 -0.518 2.858
H: 2.280 0.364 2.373
H: 3.106 -0.535 3.432
H: 2.417 -0.999 0.711
H: 0.273 0.264 -0.613

Population analysis type Löwdin, resulting atomic charges in e: -0.07 0.07 -0.10 0.02 0.05 -0.06 0.06 0.03 -0.05 -0.03 0.03 -0.04 0.08 0.03 0.01 0.06 0.06 0.07 0.13 0.13 -0.08 0.05 0.04 -0.07 0.05 0.02 -0.06 0.07 0.06 -0.07 0.05 0.00 -0.08 0.08 0.05 -0.06 0.08 0.00 -0.04 0.09 0.02 -0.06 0.00 0.08 -0.05 0.02 0.08 -0.06 0.04 0.03 -0.03 0.06 0.07 -0.01 0.02 0.05 -0.06 0.05 0.04 0.05 -0.01

***

Version x
Below is a cluster of 20 separate species, H41O20 in total, with properties calculated with the ωB97M-V functional and the def2-TZVPD basis.

Properties
**HOMO energy**: -0.4617 hartree
**Net charge**: +1
**LUMO**: -0.10338 Ha
**Gap between HOMO and LUMO**: 9.75 eV

Cartesian coordinates (Å):
O: 2.806 -2.639 2.340
H: 1.760 1.659 4.868
O: -2.552 2.402 -4.296
H: -2.461 3.234 -4.765
H: -4.385 -1.638 -2.644
O: 2.081 -0.039 1.043
H: 1.898 0.212 1.959
H: 1.616 0.685 0.594
O: 0.477 2.745 -0.396
H: -0.408 3.124 -0.381
H: -3.582 0.263 2.421
O: 0.482 -0.190 -4.295
H: 3.648 -0.775 0.834
H: 0.480 1.896 -0.843
O: 3.704 -1.586 0.219
H: -3.666 3.752 1.878
H: 0.146 0.651 -4.613
O: -1.796 1.384 -0.432
H: 1.626 1.029 3.485
H: -3.238 2.967 2.977
O: 1.926 -2.988 -0.676
H: 1.724 -3.918 -0.855
H: 1.121 -2.611 -1.071
O: 2.217 3.922 1.708
H: 2.908 4.542 1.446
H: 1.135 -0.697 -4.772
O: 2.013 -2.606 -3.522
H: 2.449 -3.341 -3.968
H: 2.549 -1.803 -3.626
O: -3.229 -3.112 1.541
H: -4.134 -3.082 1.875
H: -1.637 1.126 -1.368
O: 3.606 -0.380 -2.739
H: 4.376 -0.980 -2.896
H: 3.284 -0.987 -2.051
O: -0.218 2.147 2.105
H: 0.062 3.061 2.240
H: -0.660 1.982 1.265
O: -0.324 -0.551 4.246
H: -3.448 2.303 -3.964
H: -0.133 -0.027 5.045
O: 2.252 1.166 4.204
H: -2.661 -3.409 2.262
H: 2.106 -2.011 2.568
O: -4.206 0.273 1.684
H: -2.159 -1.721 -1.313
H: -3.866 0.923 1.060
O: -2.152 -1.904 -0.377
H: -2.564 -2.737 -0.154
H: -0.924 0.161 3.943
O: -4.068 3.376 2.694
H: 3.248 -2.853 3.174
H: -1.780 0.416 -0.217
O: -3.511 -2.012 -2.787
H: 3.600 -2.203 1.135
H: -3.000 -1.606 -3.497
O: -0.165 0.357 -1.937
H: 0.750 0.649 -1.905
H: -0.416 0.461 -2.885
H: 2.754 -1.953 -0.082
H: 2.535 3.491 2.515

Population analysis type Löwdin, resulting atomic charges in e: 0.02 0.05 -0.05 0.04 0.06 -0.02 0.04 0.07 -0.06 0.05 0.03 -0.04 0.13 -0.02 0.04 0.05 0.06 -0.11 -0.03 0.01 0.00 0.12 0.09 -0.06 0.05 0.04 -0.05 0.06 0.00 -0.05 0.06 0.03 -0.05 0.08 0.01 -0.06 0.04 -0.01 -0.07 0.04 0.04 -0.05 0.06 0.08 -0.05 -0.02 0.01 -0.08 0.00 0.04 -0.06 0.11 0.05 -0.04 0.13 0.05 -0.07 0.05 0.05 0.06 0.03

***

Relative energies, in kcal/mol, with the most stable structure set to zero: version w 0.0; version x 88.3.

***

Version w
Below is a structure of composition C8H12NO, with properties calculated with the ωB97M-V functional and the def2-TZVPD basis.

Properties
**HOMO energy**: -0.4710 hartree
**Net charge**: +1
**LUMO**: -0.15143 Ha
**Gap between HOMO and LUMO**: 8.70 eV

Cartesian coordinates (Å):
C: 2.904 -0.953 -0.133
C: 1.584 -1.200 -0.347
C: 2.965 0.285 0.481
C: 0.914 -0.110 0.133
C: -2.508 -1.292 0.557
C: -1.451 -0.933 -0.204
C: -0.843 1.157 1.180
C: -0.495 0.145 0.133
N: -0.821 1.149 -1.500
O: 1.792 0.789 0.657
H: 3.749 -1.651 -0.440
H: 1.260 -2.136 -0.818
H: 3.770 0.862 0.781
H: -3.209 -2.027 0.314
H: -2.877 -1.015 1.467
H: -1.178 -1.464 -1.208
H: -1.970 1.082 1.432
H: -0.640 2.240 0.770
H: -0.236 0.935 2.000
H: -1.449 0.659 -2.118
H: 0.069 1.468 -1.890
H: -1.331 2.011 -1.246

Population analysis type Löwdin, resulting atomic charges in e: -0.02 0.00 -0.08 -0.28 0.10 -0.11 -0.01 -0.27 0.18 0.10 0.15 0.15 0.13 0.06 0.05 0.15 0.12 0.14 0.08 0.11 0.13 0.12

***

Version x
Below is a cluster of 2 separate species, C8H12NO in total, with properties calculated with the ωB97M-V functional and the def2-TZVPD basis.

Properties
**HOMO energy**: -0.5600 hartree
**Net charge**: +1
**LUMO**: -0.17865 Ha
**Gap between HOMO and LUMO**: 10.38 eV

Cartesian coordinates (Å):
C: -5.113 -0.289 0.174
C: 0.520 1.183 -0.251
C: -0.998 1.329 -0.737
C: -1.034 -0.888 0.722
C: 1.151 -0.229 -0.475
C: 0.065 -1.282 -0.294
C: -1.363 -0.069 -0.460
C: 2.471 -0.655 0.142
N: -3.982 -0.129 0.329
O: -0.944 -0.930 -1.353
H: -6.071 -0.619 0.441
H: 1.068 2.019 -0.782
H: 0.432 1.252 0.827
H: -1.387 2.115 -0.147
H: -1.147 1.694 -1.785
H: -1.842 -1.734 0.804
H: -0.857 -0.624 1.738
H: 1.183 -0.260 -1.610
H: 0.428 -2.370 -0.400
H: 2.483 -1.795 0.096
H: 2.521 -0.425 1.296
H: 3.249 -0.139 -0.437

Population analysis type Löwdin, resulting atomic charges in e: 0.02 -0.07 -0.03 0.01 -0.34 -0.16 -0.22 -0.04 0.10 0.11 0.06 0.16 0.12 0.12 0.16 0.17 0.13 0.17 0.20 0.10 0.13 0.09

***

Relative energies, in kcal/mol, with the most stable structure set to zero: version w 0.0; version x 35.9.